Record 1
# C34H101N7O13

A cluster of 13 separate species, C34H101N7O13 in total (ωB97M-V/def2-TZVPD, OMol25).

Atoms and positions in Å:
O (-4.320, -2.132, -2.802)
O (0.109, -2.789, -5.062)
O (-1.620, 3.849, -0.618)
O (-3.246, 5.400, 1.060)
O (-4.170, -1.989, 0.723)
O (0.691, 3.842, -3.308)
O (5.058, -0.924, -2.273)
O (0.264, -0.215, -0.973)
O (5.914, 0.144, 6.472)
O (5.088, 1.817, 2.239)
O (1.704, -4.455, 3.037)
O (3.428, 4.134, 1.923)
O (-1.144, 1.822, 3.797)
N (1.338, 2.852, 4.929)
N (2.259, 4.213, -0.827)
N (0.468, 2.547, 1.596)
N (-2.765, -4.977, -6.166)
N (-5.327, -0.167, -1.191)
N (4.195, -5.286, 4.392)
N (-3.252, 0.530, -5.212)
C (4.971, -0.307, 5.447)
C (4.332, -7.241, 2.998)
C (2.764, -1.526, -2.607)
C (-1.197, -3.263, -5.217)
C (-0.143, 0.832, -0.107)
C (-3.395, -0.195, -3.913)
C (-4.425, 1.739, 0.091)
C (0.324, 2.185, 5.730)
C (2.795, 3.667, -2.099)
C (-2.067, 5.268, 3.178)
C (0.573, -1.822, -5.959)
C (-4.279, 0.267, -0.271)
C (-5.224, -3.187, -2.821)
C (0.508, 2.517, 7.195)
C (-0.975, -4.247, -7.640)
C (1.753, 2.960, -2.966)
C (3.824, -1.230, -1.593)
C (1.769, 0.467, 1.541)
C (3.997, 2.761, -1.811)
C (-1.423, 0.438, 3.830)
C (-2.339, 6.049, 1.921)
C (-4.393, -1.334, -3.986)
C (3.760, -5.851, 3.109)
C (-1.064, 2.393, 5.092)
C (-1.403, -4.425, -6.194)
C (3.713, 0.551, 5.632)
C (0.934, 1.475, 0.733)
C (-2.812, -2.315, 0.500)
C (2.140, -3.553, 2.054)
C (-3.785, 0.865, -2.918)
C (-4.370, -0.594, 0.978)
C (-0.390, 3.257, -3.941)
C (2.226, -5.753, 2.992)
C (-0.829, -0.607, -1.790)
H (1.824, -6.407, 3.771)
H (3.087, 0.602, 4.745)
H (3.998, -7.912, 3.793)
H (1.642, 3.468, -0.485)
H (-3.530, 2.072, 0.623)
H (4.884, -1.358, 5.739)
H (3.655, 1.758, -1.535)
H (1.880, -6.239, 2.066)
H (-6.264, -2.860, -2.946)
H (-0.119, -0.981, -6.096)
H (2.343, -0.052, 0.768)
H (-1.045, 2.672, -3.288)
H (-1.808, 0.157, 2.845)
H (4.475, 2.561, 2.385)
H (-0.900, 0.401, 0.568)
H (3.570, 4.514, 1.045)
H (1.596, 4.959, -1.032)
H (-3.120, 1.722, -2.952)
H (-1.232, -5.073, -8.296)
H (-4.184, 5.433, 1.250)
H (1.575, 2.465, 7.417)
H (-1.078, 4.048, -4.270)
H (-2.388, -0.584, -3.761)
H (3.938, 1.542, 6.027)
H (-0.567, -1.566, -2.232)
H (5.400, -7.215, 2.810)
H (-3.441, -4.306, -6.520)
H (1.137, -0.228, 2.100)
H (1.657, 2.034, 0.145)
H (-4.161, 0.982, -5.308)
H (3.677, -5.730, 5.149)
H (-1.466, 4.401, 2.891)
H (-1.709, 5.755, 4.082)
H (-2.290, 4.427, -0.188)
H (-0.006, 1.805, 7.845)
H (3.198, -3.292, 1.978)
H (0.189, 3.515, 7.503)
H (-1.052, 4.465, -1.096)
H (1.833, -1.661, -2.057)
H (2.601, -0.617, -3.201)
H (-4.795, 1.211, -3.163)
H (0.428, 1.091, 5.633)
H (4.659, 3.059, -1.002)
H (-0.721, 1.589, -0.656)
H (3.906, -4.316, 4.490)
H (-3.513, -0.258, 1.576)
H (3.157, 0.103, 6.464)
H (-3.018, 4.812, 3.480)
H (-5.261, -1.162, -1.380)
H (4.543, 2.681, -2.753)
H (-1.212, 3.469, 5.002)
H (-2.594, -3.319, 0.865)
H (3.277, 4.540, -2.548)
H (-5.391, -0.945, -4.204)
H (-1.797, -0.733, -1.294)
H (0.781, -2.181, -6.974)
H (-0.240, 2.757, -4.906)
H (-5.198, 0.268, -2.099)
H (-5.293, 1.909, 0.731)
H (-1.459, 6.268, 1.311)
H (-0.966, 0.170, -2.545)
H (1.146, 2.862, 3.930)
H (-5.273, -3.737, -1.877)
H (-4.960, -3.960, -3.556)
H (-0.099, 3.154, 1.000)
H (-3.798, 0.429, -1.918)
H (-1.799, 1.959, 5.773)
H (-3.295, 0.050, -0.709)
H (3.999, -2.038, -0.876)
H (-0.525, -0.191, 3.865)
H (0.062, -3.940, -7.768)
H (-1.902, -2.452, -5.486)
H (-1.594, -3.473, -4.218)
H (5.795, 1.950, 2.879)
H (2.488, 4.270, 2.093)
H (-2.953, -5.206, -5.196)
H (-4.003, -2.028, -4.741)
H (5.568, -0.390, -1.655)
H (1.522, -1.470, -5.558)
H (-2.211, -1.770, 1.249)
H (-2.701, 7.056, 2.172)
H (-5.310, -0.541, 1.520)
H (-3.136, -0.053, -6.035)
H (2.204, 2.320, 4.970)
H (-0.845, -5.242, -5.717)
H (2.914, -2.235, -3.421)
H (3.885, -7.766, 2.142)
H (1.337, 2.113, -2.409)
H (-4.520, 2.431, -0.747)
H (2.514, 0.892, 2.210)
H (5.373, 0.468, 7.194)
H (-2.131, 0.142, 4.603)
H (-0.158, 2.199, 2.328)
H (1.603, -2.629, 2.284)
H (-2.344, -2.075, -0.454)
H (-1.515, -3.360, -8.003)
H (2.188, 2.716, -3.942)
H (4.172, -5.181, 2.349)
H (5.424, -0.255, 4.460)
H (1.731, -3.820, 1.072)
H (3.506, -0.342, -1.042)

Frontier orbital gap   9.25 eV
E_tot   -2717.11394 a.u.
Highest occupied orbital energy   -8.9 eV
ΔE to the lowest compared entry with this formula, charge and spin   4.815 eV
LUMO level   0.362 eV

Here are the Mulliken charges for atoms 1 to 6, given in e: 0.0912, -0.2937, -0.3599, -0.5573, -0.4537, -0.4495

***

Record 2
# C34H19Cl8GeN5O6Y

A structure of composition C34H19Cl8GeN5O6Y (ωB97M-V/def2-TZVPD, OMol25).

Atoms and positions in Å:
Y (-0.545, -0.157, -0.121)
Ge (-2.430, 1.269, -2.392)
Cl (2.710, -1.518, -0.350)
Cl (3.814, -3.542, -2.418)
Cl (1.880, -4.961, -4.410)
Cl (-3.718, 2.854, -3.123)
Cl (-1.165, -4.251, -4.378)
Cl (-2.218, -2.091, -2.388)
Cl (-3.482, 0.282, -0.619)
Cl (-1.286, 2.441, -0.794)
O (1.155, 0.924, -1.343)
O (-2.755, 3.315, 6.082)
O (2.301, 3.224, -7.896)
O (0.720, 1.819, -7.496)
O (-4.318, 1.664, 6.040)
O (-0.305, 0.441, -2.931)
N (1.645, 2.525, -7.153)
N (1.026, 1.414, 1.399)
N (-2.183, -1.834, 1.186)
N (-1.472, 0.629, 2.103)
N (0.610, -1.805, 1.893)
C (2.130, -3.197, -2.375)
C (0.739, -3.110, 1.646)
C (-4.262, -1.757, 2.354)
C (-3.143, 0.540, 3.806)
C (-2.642, 1.685, 4.398)
C (-4.647, -2.958, 1.786)
C (1.231, 1.794, -4.844)
C (-2.540, 0.038, 2.664)
C (-2.560, -3.002, 0.662)
C (1.561, 1.821, -3.496)
C (0.290, 2.266, 2.127)
C (-3.016, -1.226, 2.043)
C (2.168, -2.064, 3.693)
C (2.241, 1.804, 1.003)
C (0.252, -1.968, -1.373)
C (1.981, 2.555, -5.716)
C (-0.972, 1.725, 2.692)
C (2.621, 2.604, -3.047)
C (0.769, 1.014, -2.527)
C (0.721, 3.558, 2.408)
C (-1.527, 2.276, 3.834)
C (-0.541, -2.586, -2.329)
C (1.969, 3.958, 1.970)
C (3.352, 3.366, -3.944)
C (2.760, 3.054, 1.277)
C (1.602, -2.299, -1.451)
C (-3.292, 2.267, 5.697)
C (1.566, -3.949, 2.370)
C (-0.087, -3.514, -3.259)
C (3.036, 3.344, -5.294)
C (1.312, -1.306, 2.911)
C (-3.771, -3.609, 0.934)
C (1.270, -3.825, -3.276)
C (2.306, -3.413, 3.411)
H (0.088, 4.236, 2.961)
H (2.971, -4.035, 3.995)
H (1.180, -0.252, 3.110)
H (3.754, 3.316, 0.940)
H (0.412, 1.190, -5.205)
H (-5.619, -3.377, 2.007)
H (2.323, 4.959, 2.178)
H (2.852, 2.605, -1.990)
H (2.811, 1.080, 0.437)
H (-4.021, -4.552, 0.472)
H (2.711, -1.600, 4.504)
H (-4.930, -1.231, 3.019)
H (-1.104, 3.135, 4.336)
H (3.588, 3.924, -6.019)
H (1.632, -4.997, 2.113)
H (0.163, -3.501, 0.818)
H (-3.984, 0.063, 4.288)
H (-1.857, -3.472, -0.014)
H (4.171, 3.979, -3.594)

Frontier orbital gap (spin up / spin down)   6.89 / 4.22 eV
Spin multiplicity   2
E_tot   -7829.25129 a.u.
Highest occupied orbital energy (spin up / spin down)   -7.9 / -7.9 eV
ΔE to the lowest compared entry with this formula, charge and spin   0.827 eV
LUMO level (spin up / spin down)   -1.034 / -3.707 eV

Here are the natural (NBO) charges for atoms 1 to 6, given in e: 1.6078, 1.3073, 0.0561, 0.0573, 0.0681, -0.3487